(1)
ORCA calculation (ωB97M-V/def2-TZVPD) on a molecular structure, C16H35FeNO6P2S3Se at a distorted geometry.

As for the expectation value of S²: 0.9135. The value obtained for the HOMO-LUMO gap (spin up / spin down) is 6.7 / 7.7 eV. The spin multiplicity is 2. The HOMO energy (spin up / spin down) is -5.41 / -5.30 eV. As for the total charge: -1. For the LUMO energy (spin up / spin down), the calculation gives 0.0481 / 0.0884 hartree. The calculation puts the maximum force at 1.516 eV/A. The energy relative to the best compared isomer or geometry (same formula, charge and spin) is 0.715 eV.

CARTESIAN COORDINATES (ANGSTROEM)
1 Fe 1.111 0.256 0.111
2 O 1.656 -1.275 -1.252
3 S 1.808 -0.069 -2.140
4 O 2.276 -0.299 -3.470
5 O 0.427 0.556 -2.054
6 O 2.628 0.835 -1.271
7 C -3.010 2.707 0.063
8 C -1.909 1.902 -0.624
9 C -2.269 0.415 -0.566
10 P -0.198 2.224 -0.022
11 C -0.177 3.023 1.641
12 C -0.536 2.009 2.741
13 C -0.957 4.318 1.895
14 C 0.496 3.419 -1.225
15 C 1.936 3.823 -0.899
16 C -0.370 4.660 -1.460
17 H -3.952 2.492 -0.448
18 H -2.853 3.785 0.033
19 H -3.128 2.404 1.105
20 H -1.849 2.192 -1.677
21 H -2.266 0.044 0.463
22 H -1.578 -0.192 -1.136
23 H -3.276 0.267 -0.972
24 H 0.889 3.250 1.735
25 H -1.576 1.677 2.653
26 H -0.421 2.484 3.720
27 H 0.095 1.132 2.725
28 H -2.022 4.136 2.011
29 H -0.822 5.078 1.130
30 H -0.596 4.735 2.839
31 H 0.501 2.824 -2.136
32 H 1.988 4.422 0.015
33 H 2.331 4.433 -1.717
34 H 2.592 2.968 -0.786
35 H -0.210 5.413 -0.691
36 H -1.439 4.449 -1.523
37 H -0.070 5.105 -2.413
38 Se 4.438 2.938 1.877
39 C 3.084 1.816 1.579
40 N 2.137 1.138 1.442
41 C 1.616 -4.316 2.578
42 C 1.558 -4.584 1.086
43 C 2.798 -4.102 0.366
44 O 0.424 -3.983 0.394
45 P -0.635 -2.884 0.825
46 S -1.967 -3.523 2.070
47 S 0.348 -1.257 1.609
48 O -1.180 -2.471 -0.602
49 C -1.471 -3.311 -1.763
50 C -2.365 -4.478 -1.390
51 C -0.209 -3.740 -2.485
52 H 2.401 -4.948 3.004
53 H 0.669 -4.555 3.063
54 H 1.856 -3.273 2.786
55 H 1.412 -5.651 0.931
56 H 2.822 -3.010 0.363
57 H 2.800 -4.434 -0.674
58 H 3.696 -4.481 0.862
59 H -2.026 -2.621 -2.396
60 H -1.864 -5.135 -0.678
61 H -2.592 -5.051 -2.294
62 H -3.296 -4.142 -0.934
63 H 0.226 -4.628 -2.024
64 H 0.537 -2.948 -2.468
65 H -0.462 -3.967 -3.525

(2)
ORCA calculation (ωB97M-V/def2-TZVPD) on 8 unconnected molecules or ions with the total composition C41H85F9N4O9S3 at a distorted geometry.

The structure (SMILES) is CCN(CC)C(=S)SCCC[C@](C#N)(CCC(F)(F)C(F)(F)S(F)(F)(F)(F)F)[C@](C#N)(CN)COC(C)=O.CC(C)O.CC(C)O.CC(C)O.CC(C)O.CC(C)O.CC(C)O.CC(C)O. The value obtained for the HOMO-LUMO gap is 7.9 eV. The spin multiplicity is 1. The HOMO energy is -7.90 eV. For the LUMO energy, the calculation gives -0.0010 hartree. The calculation puts the maximum force at 5.631 eV/A.

CARTESIAN COORDINATES (ANGSTROEM)
1 C 0.265 4.683 0.580
2 C -0.991 3.955 0.119
3 N -0.911 3.583 -1.287
4 C -1.096 4.742 -2.171
5 C -2.539 5.142 -2.423
6 C -1.699 2.495 -1.630
7 S -1.222 1.474 -2.793
8 S -3.294 2.188 -0.844
9 C -2.984 1.067 0.546
10 C -2.651 -0.328 0.065
11 C -2.001 -1.240 1.098
12 C -0.476 -1.125 1.340
13 C 0.089 -0.009 0.632
14 N 0.569 0.920 0.089
15 C 0.159 -2.422 0.806
16 C 0.063 -2.470 -0.721
17 C 1.288 -2.335 -1.608
18 F 1.294 -3.323 -2.516
19 F 1.148 -1.186 -2.312
20 C 2.695 -2.221 -0.982
21 F 3.511 -1.775 -1.955
22 F 2.747 -1.313 -0.009
23 S 3.461 -3.857 -0.409
24 F 2.041 -4.513 -0.329
25 F 3.614 -4.291 -1.895
26 F 4.898 -3.215 -0.458
27 F 3.365 -3.427 1.096
28 F 4.083 -5.209 0.042
29 C -0.154 -0.927 2.847
30 C -0.672 -2.107 3.506
31 N -1.118 -3.102 3.977
32 C -0.849 0.248 3.538
33 N -0.225 1.529 3.272
34 C 1.343 -0.846 3.141
35 O 1.856 -2.126 3.484
36 C 3.145 -2.107 3.929
37 C 4.133 -1.281 3.178
38 O 3.467 -2.787 4.902
39 H 1.032 4.734 -0.169
40 H 0.013 5.654 0.963
41 H 0.675 4.133 1.409
42 H -1.083 3.051 0.691
43 H -1.871 4.543 0.351
44 H -0.562 4.608 -3.092
45 H -0.619 5.571 -1.674
46 H -3.122 4.968 -1.534
47 H -2.611 6.165 -2.745
48 H -2.956 4.512 -3.193
49 H -2.207 1.439 1.198
50 H -3.897 1.060 1.115
51 H -3.598 -0.787 -0.151
52 H -2.133 -0.295 -0.873
53 H -2.542 -1.123 2.021
54 H -2.219 -2.235 0.762
55 H 1.138 -2.557 1.237
56 H -0.444 -3.215 1.202
57 H -0.404 -3.395 -0.998
58 H -0.627 -1.711 -1.029
59 H -0.793 0.045 4.601
60 H -1.893 0.327 3.298
61 H 0.563 1.710 3.864
62 H -0.879 2.287 3.293
63 H 1.887 -0.464 2.288
64 H 1.501 -0.158 3.956
65 H 3.869 -1.218 2.137
66 H 4.142 -0.271 3.537
67 H 5.096 -1.743 3.243
68 C -3.151 -4.521 -3.014
69 C -3.863 -3.186 -2.858
70 C -4.323 -2.642 -4.201
71 O -3.001 -2.242 -2.219
72 H -2.261 -4.404 -3.639
73 H -2.825 -4.897 -2.043
74 H -3.800 -5.267 -3.474
75 H -4.722 -3.304 -2.196
76 H -3.465 -2.476 -4.859
77 H -4.827 -1.684 -4.072
78 H -5.007 -3.333 -4.695
79 H -2.237 -2.122 -2.795
80 C -0.445 0.019 9.132
81 C 0.084 -0.084 7.711
82 C 1.292 -0.999 7.616
83 O 0.407 1.221 7.215
84 H 0.317 0.442 9.792
85 H -1.313 0.677 9.171
86 H -0.731 -0.959 9.520
87 H -0.702 -0.466 7.056
88 H 2.122 -0.622 8.221
89 H 1.641 -1.050 6.584
90 H 1.057 -2.010 7.949
91 H 1.091 1.604 7.770
92 C 4.105 2.078 0.690
93 C 4.533 3.423 1.257
94 C 5.320 3.264 2.548
95 O 3.382 4.232 1.483
96 H 3.450 1.556 1.395
97 H 3.538 2.211 -0.231
98 H 4.969 1.444 0.481
99 H 5.143 3.955 0.526
100 H 4.706 2.777 3.310
101 H 5.611 4.238 2.941
102 H 6.220 2.667 2.394
103 H 2.827 3.772 2.118
104 C 6.598 2.290 -2.515
105 C 7.685 1.372 -1.978
106 C 8.177 0.408 -3.047
107 O 7.195 0.642 -0.852
108 H 5.732 1.707 -2.840
109 H 6.255 2.973 -1.738
110 H 6.952 2.877 -3.363
111 H 8.521 1.969 -1.613
112 H 7.359 -0.229 -3.390
113 H 8.952 -0.244 -2.644
114 H 8.583 0.942 -3.907
115 H 6.456 0.106 -1.154
116 C 1.003 -1.313 -7.760
117 C 0.134 -1.171 -6.520
118 C 0.905 -1.492 -5.250
119 O -1.011 -2.025 -6.621
120 H 1.363 -2.341 -7.857
121 H 0.430 -1.082 -8.658
122 H 1.866 -0.648 -7.717
123 H -0.255 -0.154 -6.462
124 H 1.260 -2.526 -5.270
125 H 0.258 -1.385 -4.392
126 H 1.765 -0.832 -5.127
127 H -0.692 -2.931 -6.674
128 C -6.225 -3.010 6.293
129 C -5.665 -3.213 4.893
130 C -4.478 -4.163 4.898
131 O -5.281 -1.955 4.332
132 H -5.465 -2.573 6.947
133 H -7.071 -2.324 6.272
134 H -6.552 -3.954 6.730
135 H -6.448 -3.606 4.244
136 H -3.666 -3.757 5.506
137 H -4.089 -4.292 3.889
138 H -4.750 -5.142 5.295
139 H -4.589 -1.593 4.893
140 C -4.412 2.279 -5.974
141 C -5.086 3.642 -5.955
142 C -5.520 4.069 -7.349
143 O -4.205 4.618 -5.397
144 H -3.510 2.307 -6.593
145 H -4.105 1.989 -4.969
146 H -5.078 1.511 -6.370
147 H -5.954 3.610 -5.297
148 H -4.653 4.150 -8.010
149 H -5.999 5.048 -7.318
150 H -6.218 3.353 -7.784
151 H -3.428 4.665 -5.961

(3)
ORCA calculation (ωB97M-V/def2-TZVPD) on a gas-phase ion, C6H12NO5 (charge +1) at a distorted geometry.

The value obtained for the HOMO-LUMO gap (spin up / spin down) is 8.9 / 7.5 eV. The spin multiplicity is 1. The HOMO energy (spin up / spin down) is -12.52 / -11.60 eV. As for the total charge: +1. For the LUMO energy (spin up / spin down), the calculation gives -0.1320 / -0.1519 hartree. The calculation puts the maximum force at 4.342 eV/A. The energy relative to the best compared isomer or geometry (same formula, charge and spin) is 2.437 eV.

CARTESIAN COORDINATES (ANGSTROEM)
1 C -1.251 -1.381 -0.653
2 C -1.602 -0.465 0.520
3 C -1.364 1.059 0.291
4 C 0.072 1.314 0.375
5 C 0.922 -0.336 -1.082
6 C 1.898 -0.926 -0.071
7 N 0.718 1.249 -0.912
8 O -0.170 -0.951 -1.532
9 O -0.859 -0.915 1.653
10 O -1.944 1.397 -0.927
11 O 0.830 1.229 1.433
12 O 2.894 0.190 0.020
13 H -1.117 -2.396 -0.303
14 H -2.104 -1.392 -1.245
15 H -2.660 -0.592 0.722
16 H -1.825 1.568 1.291
17 H 2.380 -1.921 -0.327
18 H 1.426 -0.932 0.980
19 H 0.024 1.694 -1.531
20 H 1.706 1.581 -1.125
21 H -0.591 -1.794 1.413
22 H -2.870 1.451 -0.792
23 H 1.812 1.436 1.315
24 H 3.675 -0.168 0.487

(4)
ORCA calculation (ωB97M-V/def2-TZVPD) on 2 unconnected molecules or ions with the total composition CH3Br2P at a distorted geometry.

The value obtained for the HOMO-LUMO gap (spin up / spin down) is 7.3 / 8.0 eV. The spin multiplicity is 1. The HOMO energy (spin up / spin down) is -8.58 / -8.71 eV. For the LUMO energy (spin up / spin down), the calculation gives -0.0457 / -0.0269 hartree. The calculation puts the maximum force at 1.520 eV/A. The energy relative to the best compared isomer or geometry (same formula, charge and spin) is 5.270 eV.

CARTESIAN COORDINATES (ANGSTROEM)
1 C 1.904 -0.161 -0.517
2 P -2.691 0.207 0.919
3 Br 3.104 1.040 0.286
4 Br 0.335 -0.691 0.305
5 H 2.356 -0.907 -1.086
6 H -2.512 -0.853 0.000
7 H -2.496 1.364 0.093

(5)
ORCA calculation (ωB97M-V/def2-TZVPD) on a molecular structure, C6H10Br2O at a distorted geometry.

The value obtained for the HOMO-LUMO gap is 8.8 eV. The spin multiplicity is 1. The HOMO energy is -8.43 eV. For the LUMO energy, the calculation gives 0.0126 hartree. The calculation puts the maximum force at 5.262 eV/A. The energy relative to the best compared isomer or geometry (same formula, charge and spin) is 1.981 eV.

CARTESIAN COORDINATES (ANGSTROEM)
1 C 1.379 -0.353 -2.000
2 C -0.958 -1.119 0.449
3 C -0.835 0.602 2.247
4 C -1.059 1.159 -0.243
5 C 1.440 -0.220 -0.666
6 C -0.849 0.121 0.814
7 O 1.452 -1.452 -2.660
8 Br 2.120 -1.704 0.386
9 Br 1.925 1.447 -0.033
10 H 0.977 0.539 -2.516
11 H -0.915 -1.940 1.098
12 H -0.913 -1.398 -0.602
13 H 2.042 -2.287 -2.344
14 H -0.911 -0.183 3.088
15 H 0.142 1.030 2.300
16 H -1.491 1.474 2.370
17 H -2.102 1.491 -0.125
18 H -1.043 0.730 -1.294
19 H -0.401 2.064 -0.269

(6)
ORCA calculation (ωB97M-V/def2-TZVPD) on C5H14N2 in the gas phase at a distorted geometry.

The structure (SMILES) is CC(C)CC(N)N. The value obtained for the HOMO-LUMO gap is 10.2 eV. The spin multiplicity is 1. The HOMO energy is -9.09 eV. For the LUMO energy, the calculation gives 0.0395 hartree. The calculation puts the maximum force at 2.093 eV/A. The energy relative to the best compared isomer or geometry (same formula, charge and spin) is 0.489 eV.

CARTESIAN COORDINATES (ANGSTROEM)
1 C -1.405 0.841 0.636
2 C 0.788 -0.246 -0.384
3 C 0.182 0.593 0.731
4 C 0.649 -1.749 -0.141
5 C 2.354 0.114 -0.465
6 N -2.224 -0.275 0.273
7 N -1.754 1.845 -0.325
8 H -1.709 1.195 1.627
9 H 0.361 0.012 -1.359
10 H -2.063 -1.043 0.920
11 H -1.962 -0.615 -0.648
12 H -2.770 1.928 -0.304
13 H -1.528 1.524 -1.261
14 H 0.646 1.587 0.753
15 H 0.388 0.127 1.702
16 H 0.929 -2.018 0.883
17 H 1.293 -2.318 -0.820
18 H -0.367 -2.104 -0.332
19 H 2.903 -0.650 -1.025
20 H 2.475 1.068 -0.986
21 H 2.816 0.182 0.525

(7)
ORCA calculation (ωB97M-V/def2-TZVPD) on a molecular structure, C27H24N3O3SV at a distorted geometry.

As for the expectation value of S²: 0.8001. The value obtained for the HOMO-LUMO gap (spin up / spin down) is 6.9 / 7.4 eV. The spin multiplicity is 2. The HOMO energy (spin up / spin down) is -10.45 / -10.57 eV. As for the total charge: +1. For the LUMO energy (spin up / spin down), the calculation gives -0.1308 / -0.1158 hartree. The calculation puts the maximum force at 3.633 eV/A. The energy relative to the best compared isomer or geometry (same formula, charge and spin) is 0.744 eV.

CARTESIAN COORDINATES (ANGSTROEM)
1 V 0.077 -0.203 -0.026
2 C -1.965 1.545 3.658
3 C -1.885 0.763 2.378
4 O -0.791 0.516 1.846
5 N -3.048 0.364 1.852
6 C -3.091 -0.367 0.593
7 C -2.815 0.553 -0.580
8 C -3.886 1.065 -1.294
9 C -3.662 1.946 -2.338
10 C -2.360 2.324 -2.621
11 C -1.339 1.785 -1.866
12 N -1.546 0.905 -0.874
13 H -0.978 1.907 3.926
14 H -2.342 0.914 4.463
15 H -2.646 2.389 3.543
16 H -3.912 0.626 2.297
17 H -4.068 -0.822 0.474
18 H -2.365 -1.170 0.638
19 H -4.891 0.752 -1.047
20 H -4.490 2.328 -2.920
21 H -2.133 3.011 -3.423
22 H -0.309 2.049 -2.066
23 N 1.260 -1.969 0.785
24 C 2.137 -2.044 1.916
25 C 2.063 -3.125 2.779
26 C 2.988 -3.262 3.801
27 C 4.000 -2.325 3.937
28 C 4.039 -1.218 3.105
29 C 3.094 -1.040 2.097
30 C 2.941 0.238 1.372
31 C 3.951 1.203 1.342
32 C 3.710 2.487 0.878
33 C 2.436 2.866 0.485
34 C 1.432 1.906 0.496
35 C 1.696 0.599 0.859
36 H 0.611 -2.746 0.796
37 H 1.809 -2.043 -0.070
38 H 1.287 -3.870 2.639
39 H 2.923 -4.101 4.480
40 H 4.750 -2.444 4.707
41 H 4.800 -0.468 3.271
42 H 4.945 0.947 1.683
43 H 4.514 3.210 0.849
44 H 2.224 3.882 0.183
45 H 0.416 2.203 0.220
46 O -2.442 -2.090 -1.821
47 C -1.292 -1.719 -1.895
48 O -0.522 -1.603 -0.814
49 C -0.616 -1.412 -3.179
50 C -1.237 -1.862 -4.347
51 C -0.646 -1.672 -5.577
52 C 0.591 -1.039 -5.650
53 C 1.213 -0.578 -4.505
54 C 0.614 -0.739 -3.252
55 S 1.463 -0.009 -1.894
56 H -2.187 -2.370 -4.253
57 H -1.140 -2.019 -6.474
58 H 1.075 -0.901 -6.608
59 H 2.171 -0.078 -4.562

(8)
ORCA calculation (ωB97M-V/def2-TZVPD) on 5 unconnected molecules or ions with the total composition C5H22N2O5 at a distorted geometry.

The structure (SMILES) is CCN[C@H](CN)CO.O.O.O.O. The value obtained for the HOMO-LUMO gap is 9.8 eV. The spin multiplicity is 1. The HOMO energy is -9.35 eV. For the LUMO energy, the calculation gives 0.0169 hartree. The calculation puts the maximum force at 1.247 eV/A. The energy relative to the best compared isomer or geometry (same formula, charge and spin) is 1.434 eV.

CARTESIAN COORDINATES (ANGSTROEM)
1 C -0.095 0.092 2.018
2 N -0.061 0.610 0.663
3 C -0.262 -0.350 -0.437
4 C -1.726 -0.886 -0.556
5 O -2.279 -1.113 -1.828
6 C 0.160 0.356 -1.755
7 N 1.105 -0.399 -2.561
8 C -0.155 1.337 2.952
9 H 0.826 -0.494 2.241
10 H -0.980 -0.568 2.167
11 H -0.748 1.355 0.594
12 H 0.528 -1.134 -0.233
13 H -2.373 -0.096 -0.168
14 H -1.896 -1.774 0.080
15 H -1.785 -1.639 -2.458
16 H 0.589 1.343 -1.501
17 H -0.763 0.497 -2.326
18 H 0.966 -0.200 -3.541
19 H 2.047 -0.242 -2.240
20 H 0.856 1.659 3.235
21 H -0.635 1.183 3.911
22 H -0.672 2.135 2.431
23 H 3.366 -1.202 -0.291
24 H 2.167 -0.871 0.667
25 O 3.118 -1.005 0.617
26 H -3.355 2.450 0.701
27 H -3.570 1.530 1.941
28 O -3.379 2.427 1.658
29 H 0.508 -2.892 -1.126
30 H 0.498 -3.008 -2.537
31 O 0.205 -3.538 -1.775
32 H 1.887 1.664 0.133
33 H 3.288 1.084 -0.172
34 O 2.619 1.688 -0.502